Below is C22H39FLiO18 as an isolated structure, with properties calculated with ωB97M-V/def2-TZVPD.

Values from the calculation:
- multiplicity = 1
- net charge = +1
- energy above the lowest of the compared OMol25 structures with the same formula, charge and spin (kcal per mole) = 0.0
- orbital gap (eV) = 11.3

Geometry (Å):
F  -3.28713  -1.63170  4.67006
O  3.04596  -0.55250  -3.23689
O  -0.60058  4.22075  0.85660
O  3.87055  1.73859  2.14873
O  -0.48652  4.52048  -1.25625
O  -1.71240  0.85755  -3.17423
O  2.56815  1.32883  3.79878
O  1.34336  0.85362  -3.43265
O  1.12649  -3.26146  1.79999
O  -3.17164  -0.28486  -1.96590
O  2.14397  0.36887  -1.39532
O  0.32101  2.59683  -0.43591
O  0.95322  -1.66422  0.19530
O  -0.77243  -1.61730  3.08577
O  -1.36753  0.14411  1.82577
O  -0.13422  -3.62911  0.12418
O  -1.10794  0.09344  -1.18079
O  -2.88782  -1.40532  2.45845
O  1.84977  0.80974  1.73467
C  0.36262  -3.79137  -2.24643
C  -1.93624  0.18947  -2.04721
C  4.35371  1.57121  0.79480
C  -2.80480  1.11022  -4.06330
C  -0.63788  -3.31977  -1.20413
C  -1.64161  -0.84515  2.40873
C  -3.54401  -0.82044  -0.66904
C  2.61614  -0.68044  -4.61265
C  2.09271  -2.55387  2.57127
C  -1.77612  3.35532  2.80796
C  4.54116  0.13370  0.41723
C  1.71261  0.54852  -4.77136
C  1.35951  0.83220  4.35623
C  -4.97287  -1.30198  -0.79248
C  -2.92174  -2.30420  3.52668
C  -1.46966  -2.75193  3.62052
C  2.70243  1.22307  2.48723
C  -0.08793  4.09072  -2.55542
C  -0.44284  3.48592  2.07239
C  0.69087  -2.74977  0.66888
C  2.17102  0.21449  -2.58130
C  -0.20745  3.67366  -0.27788
Li  0.69830  0.45156  -0.01285
H  0.99941  4.01654  -2.61484
H  5.17692  -0.36635  1.15079
H  2.06531  -1.61838  -4.70740
H  -2.41949  1.77924  -4.83025
H  1.51809  0.76006  5.42900
H  -3.62499  1.59676  -3.54363
H  2.85273  -2.09823  1.94118
H  -3.64571  -3.10324  3.40304
H  -0.79613  -2.24237  -1.21123
H  -3.50140  0.00117  0.04591
H  -5.63260  -0.58085  -1.27288
H  -5.37729  -1.53337  0.19064
H  -1.12232  -2.93331  4.63348
H  -1.59171  -3.83829  -1.26675
H  0.82068  -4.71719  -1.90549
H  -0.10994  -3.91141  -3.21936
H  -2.41534  4.20802  2.58214
H  0.20991  4.08794  2.71112
H  -0.39585  4.85314  -3.26473
H  5.29021  2.12028  0.79900
H  2.28937  1.36263  -5.21622
H  3.50307  -0.71846  -5.23501
H  1.15517  -3.04437  -2.33748
H  -1.55663  3.41392  3.87517
H  -1.31777  -3.65945  3.03173
H  0.85898  0.33818  -5.40862
H  0.05940  2.53181  1.93799
H  -2.85829  -1.61442  -0.39484
H  3.56863  -0.35335  0.38165
H  -0.53499  3.13041  -2.80286
H  1.61726  -1.72129  3.08926
H  2.55308  -3.27869  3.22980
H  -2.30757  2.43591  2.57771
H  -4.99545  -2.18278  -1.43988
H  1.13454  -0.15529  3.95874
H  -3.15392  0.21197  -4.56998
H  3.64533  2.07267  0.13443
H  4.96645  -0.00472  -0.57503
H  0.52062  1.50767  4.19551

Atomic forces in eV per Å
F 0.06 0.10 -0.18
O -0.11 -0.23 0.01
O -0.08 -0.16 -0.14
O 0.22 -0.46 0.34
O -0.10 0.20 -0.12
O 0.19 -0.20 -0.02
O 0.24 -0.02 0.18
O -0.10 -0.17 0.09
O 0.15 -0.48 0.14
O 0.08 -0.21 -0.02
O -0.03 -0.16 -0.13
O 0.08 -0.34 0.23
O 0.20 -0.06 0.36
O -0.16 -0.13 -0.04
O 0.07 0.40 -0.29
O -0.29 -0.38 -0.11
O 0.55 -0.23 0.14
O -0.35 0.22 0.08
O -0.26 -0.36 -0.28
C 0.05 0.57 0.30
C -0.46 0.55 0.00
C -0.30 0.50 -0.29
C -0.16 0.20 -0.49
C 0.21 0.16 0.31
C 0.07 -0.60 0.11
C -0.82 0.59 -0.04
C -0.21 -0.07 0.47
C 0.24 0.81 -0.29
C 0.29 0.17 -0.12
C -0.25 -0.64 0.31
C 0.92 -0.40 -0.74
C -0.32 -0.26 0.39
C 0.15 -0.43 -0.50
C 0.40 -0.28 0.73
C -0.24 -0.16 0.18
C 0.12 0.89 -0.29
C 0.36 -0.04 -0.40
C 0.00 0.18 1.12
C -0.21 0.41 -0.29
C -0.10 0.56 -0.26
C -0.02 0.03 -0.02
Li -0.02 0.17 0.00
H -0.05 -0.15 0.11
H 0.06 -0.01 -0.07
H 0.03 0.03 0.02
H 0.11 0.05 0.15
H 0.17 0.02 -0.03
H -0.05 -0.05 0.04
H 0.08 -0.18 -0.24
H -0.06 0.10 -0.45
H -0.07 -0.05 -0.34
H 0.35 -0.11 0.07
H 0.17 0.29 0.16
H 0.03 -0.14 -0.01
H -0.15 0.13 0.07
H 0.05 -0.10 0.03
H -0.12 -0.18 -0.22
H -0.01 -0.14 0.01
H 0.02 0.02 -0.06
H 0.08 0.11 -0.28
H -0.23 0.08 0.18
H 0.01 0.06 0.01
H -0.19 0.21 0.24
H -0.04 0.19 -0.10
H 0.04 -0.08 -0.04
H -0.19 -0.25 0.04
H 0.25 0.26 -0.24
H -0.26 0.09 0.29
H -0.16 -0.06 -0.40
H 0.09 0.00 0.09
H 0.09 -0.13 0.09
H 0.04 -0.04 0.03
H -0.01 -0.40 0.15
H -0.13 -0.02 0.16
H 0.00 -0.03 -0.03
H -0.13 -0.11 0.25
H -0.15 0.21 0.02
H 0.01 -0.15 0.26
H 0.02 -0.02 -0.10
H 0.16 0.29 0.00
H 0.03 0.03 -0.28

Results of the Löwdin charge analysis, in e, for atoms 1 through 2: 0.064 0.080